Entry 1:
Here is C43H44FN7O11PSiSr as an isolated structure from the Open Molecules 2025 dataset. Energies are from wB97M-V/def2-TZVPD.

The geometry in XYZ format:
```
109
Properties=species:S:1:pos:R:3:forces:R:3
Sr 0.3305 -1.3426 -0.0364 -0.02 0.19 0.27
O -1.5356 -6.1876 -3.9933 -0.01 0.00 0.00
C -1.1794 -5.3030 -3.0186 0.02 0.02 0.02
C 0.0950 -5.2891 -2.4695 -0.04 -0.04 -0.06
C 0.3772 -4.3540 -1.4902 -0.12 0.01 0.07
N -0.5482 -3.5062 -1.0505 0.05 0.04 -0.07
C -1.7588 -3.4923 -1.6051 0.06 -0.05 0.07
C -2.1302 -4.3826 -2.5929 0.01 -0.06 -0.04
C -2.7000 -2.3746 -1.1439 0.19 0.03 0.18
O -3.8309 -2.3304 -1.6331 -0.20 0.02 -0.08
O -2.2055 -1.5460 -0.3113 0.04 -0.11 -0.09
C 1.7974 -4.2223 -0.9053 -0.01 0.20 0.22
O 2.6011 -5.0991 -1.2115 0.07 -0.13 -0.06
O 1.9843 -3.2017 -0.1688 -0.19 -0.04 -0.12
H -0.7732 -6.7399 -4.1960 0.00 0.00 0.00
H 0.8820 -5.9627 -2.7869 0.00 0.00 0.00
H -3.1183 -4.3392 -3.0250 -0.02 0.00 -0.01
O 7.1155 2.4632 0.4917 0.17 -0.19 0.01
C 6.6759 2.1807 1.7417 -0.63 0.74 -0.09
O 7.1800 2.7320 2.6813 0.26 -0.29 0.05
C 5.4574 1.3210 1.8415 0.18 -0.21 0.01
C 4.6840 1.4275 2.9912 0.02 0.00 0.04
C 3.5384 0.6651 3.1336 0.00 0.06 0.05
C 3.1667 -0.2163 2.1255 -0.10 -0.06 0.03
C 3.9317 -0.3373 0.9727 0.03 -0.02 -0.13
C 5.0750 0.4277 0.8408 0.04 -0.02 0.00
N 1.9748 -0.9704 2.2219 0.12 -0.12 -0.11
C 1.8445 -1.7728 3.1875 -0.24 -0.09 0.13
C 0.6055 -2.5748 3.3663 0.05 0.12 -0.07
C 0.4630 -3.4139 4.4575 0.11 -0.02 0.11
C -0.7226 -4.1181 4.6064 -0.08 -0.03 -0.02
C -1.7203 -3.9575 3.6617 0.07 0.00 0.07
C -1.4865 -3.1017 2.5917 0.05 0.01 -0.01
N -0.3532 -2.4311 2.4510 0.06 0.17 -0.27
H 6.5153 2.0900 -0.1648 0.01 -0.05 0.00
H 4.9846 2.1274 3.7591 0.00 -0.01 0.00
H 2.8979 0.7865 3.9981 0.01 0.01 0.00
H 3.6256 -1.0259 0.1951 -0.01 -0.01 0.02
H 5.6805 0.2864 -0.0481 0.01 0.01 -0.01
H 2.6313 -1.9040 3.9373 -0.02 -0.02 0.00
H 1.2697 -3.5099 5.1728 -0.02 -0.01 0.01
H -0.8646 -4.7822 5.4491 0.01 0.00 0.01
H -2.6622 -4.4813 3.7398 -0.01 -0.02 0.00
H -2.2241 -2.9391 1.8157 -0.05 0.01 -0.04
C -4.5775 3.5535 2.8182 -0.04 0.08 0.02
Si -3.6268 1.9531 3.1946 0.02 -0.11 -0.11
C -3.6469 1.7577 5.0672 0.01 0.04 0.05
C -4.6848 0.5574 2.4713 -0.02 0.01 0.01
N -2.1362 1.8591 2.4460 0.13 0.01 0.06
C -0.9998 2.5522 2.6264 -0.13 0.03 0.05
C -0.8025 3.6502 3.5097 0.01 0.01 0.02
C 0.3957 4.3384 3.6140 0.04 -0.06 -0.07
C 1.4980 3.9917 2.8377 -0.11 0.03 0.08
C 1.3633 2.9232 1.9573 -0.05 -0.13 -0.09
C 0.1700 2.2477 1.8876 -0.01 -0.04 -0.08
F 0.0991 1.1880 1.0020 0.04 0.00 0.08
H -5.4478 3.6640 3.4712 -0.03 0.01 -0.01
H -4.9480 3.5871 1.7874 0.01 -0.01 -0.04
H -3.9378 4.4275 2.9596 0.01 0.03 0.01
H -4.6632 1.6595 5.4572 -0.03 0.00 0.00
H -3.1777 2.6119 5.5608 0.01 -0.01 0.03
H -3.0874 0.8630 5.3477 0.02 -0.02 0.02
H -5.7309 0.8508 2.3450 -0.04 -0.04 -0.01
H -4.6685 -0.3268 3.1123 0.00 -0.01 0.04
H -4.2864 0.2164 1.5103 -0.01 -0.03 -0.01
H -1.6436 3.9527 4.1243 0.00 0.00 0.01
H 0.4649 5.1638 4.3129 0.02 0.02 0.01
H 2.4328 4.5294 2.9092 0.02 0.02 0.01
H 2.1740 2.5968 1.3174 0.03 0.00 0.00
O 0.5249 -1.1724 -2.7121 0.06 0.03 0.10
C 1.6429 -0.6502 -2.4799 -0.08 0.03 0.15
O 1.9257 -0.0232 -1.4192 0.10 0.04 -0.09
C 2.7542 -0.8212 -3.4821 0.04 0.05 -0.07
C 2.5789 -1.6352 -4.5899 0.06 0.01 -0.04
C 3.6131 -1.8500 -5.5073 -0.07 -0.01 0.03
C 4.8032 -1.2184 -5.2515 -0.04 -0.06 -0.02
O 5.9583 -1.2394 -5.9976 0.10 0.06 -0.02
C 6.9374 -0.6221 -5.1661 -0.02 0.01 0.01
O 6.2542 0.1214 -4.1644 0.07 0.00 -0.08
C 4.9780 -0.4039 -4.1497 -0.02 0.02 0.08
C 3.9777 -0.1798 -3.2452 -0.04 -0.03 -0.01
H 1.6180 -2.1150 -4.7142 -0.01 -0.01 -0.01
H 3.4902 -2.4898 -6.3692 0.00 -0.02 -0.02
H 7.5478 0.0513 -5.7650 0.00 0.01 -0.01
H 7.5526 -1.3968 -4.6930 -0.03 -0.03 0.02
H 4.0925 0.4484 -2.3739 0.00 0.02 0.01
C -3.8854 3.2823 -1.2263 -0.08 0.03 0.09
N -3.7418 1.8802 -0.6747 0.02 0.03 -0.09
C -4.4144 0.8823 -1.6167 -0.06 0.01 -0.02
N -3.9064 1.0321 -2.9433 0.04 0.03 0.01
C -4.0673 2.4010 -3.4034 -0.05 -0.01 0.00
N -3.3889 3.3879 -2.5623 0.11 -0.04 -0.07
C -1.9149 3.2319 -2.6353 -0.43 0.04 0.26
P -1.3225 1.5765 -2.0390 0.46 -0.13 -0.29
C -2.2960 1.5458 -0.4882 -0.04 -0.03 -0.05
C -2.5084 0.5752 -3.0543 -0.10 0.04 -0.01
H -3.3439 3.9413 -0.5475 -0.02 0.01 0.00
H -4.9517 3.5192 -1.2067 0.01 0.00 0.01
H -4.1717 1.8334 0.2555 0.01 -0.03 -0.04
H -5.4813 1.1145 -1.5918 -0.01 0.00 0.01
H -4.2280 -0.1278 -1.2422 0.01 0.03 0.03
H -5.1345 2.6411 -3.4126 0.00 0.00 -0.01
H -3.6812 2.4823 -4.4191 0.01 0.00 -0.01
H -1.4592 4.0231 -2.0361 0.04 -0.01 0.00
H -1.6034 3.3849 -3.6696 -0.01 0.00 -0.01
H -1.9212 2.2242 0.2678 0.11 0.09 0.01
H -2.2676 0.5501 -0.0538 0.03 -0.05 0.00
H -2.4514 -0.4657 -2.7436 0.01 -0.01 -0.01
H -2.2117 0.6146 -4.1040 0.03 0.00 0.00
```
Positions in Å, forces in eV/Å.

Computed properties:
Energy in Ha: -3637.6978
ΔE to the lowest compared entry with this formula, charge and spin in kcal/mol: 12.2
Total charge: -1
Highest occupied orbital energy in eV: -4.4
Kohn-Sham gap in eV: 5.99
LUMO energy in eV: 1.6

---

Entry 2:
Here is a 9-piece molecular cluster, C44H53F7I2N8O4 overall at a distorted geometry from the Open Molecules 2025 dataset. Energies are from wB97M-V/def2-TZVPD.

The geometry in XYZ format:
```
118
Properties=species:S:1:pos:R:3:forces:R:3
C -1.7736 0.6175 0.8022 -0.18 -0.14 0.22
C -1.4433 -0.3287 -0.5352 0.15 0.80 0.81
I -2.6582 0.5874 -2.1682 -0.80 -0.67 1.38
C 0.1273 -0.1423 -0.9514 -0.48 0.93 1.22
I 0.4100 0.2411 -3.1370 1.24 -0.58 0.95
C 1.1891 -1.2175 -0.3645 -0.50 0.92 -1.33
O 1.2291 -0.9179 1.1061 -1.64 -1.78 1.36
C 0.3272 -1.8202 1.8978 0.23 0.17 1.25
O -0.0551 -1.7534 3.1732 2.72 -0.47 -9.57
O 0.0121 -2.8418 0.8427 0.37 0.05 1.58
C 0.9349 -2.8345 -0.3413 1.97 3.03 1.01
C 2.4834 -3.3631 0.0160 1.14 -0.73 0.04
C 2.6106 -4.2313 1.3871 0.94 0.07 0.36
C 1.6343 -5.5209 1.5484 -0.24 0.58 1.88
O 2.3301 -6.7985 1.2897 -0.64 0.86 1.98
C 0.4460 -3.4335 -1.7642 -0.38 1.41 -2.19
F 1.4883 -3.0219 -2.7798 -3.04 -1.35 3.37
F -0.8368 -2.8440 -2.3011 3.80 -1.91 1.95
C 0.2680 -5.0390 -1.9224 1.06 -2.09 -2.80
F 0.0831 -5.2625 -3.4106 0.64 0.76 4.51
F 1.4317 -5.8798 -1.5729 -3.61 3.18 -0.87
C -1.0627 -5.7026 -1.2379 -3.20 -2.58 0.15
F -1.8592 -4.8082 -0.3747 3.20 -3.20 -2.82
F -2.0048 -6.1573 -2.3294 3.24 1.67 3.88
F -0.6830 -6.9824 -0.5293 -1.45 4.85 -2.19
H -2.6708 0.1419 1.4009 1.74 1.06 -1.30
H -0.8599 0.6835 1.5391 -1.67 -0.35 -1.55
H -2.0475 1.7312 0.4899 0.59 -2.54 0.61
H -1.8017 -1.4337 -0.3957 0.85 2.24 -0.41
H 0.4428 0.9097 -0.4758 -0.51 -2.45 -1.12
H 2.1666 -0.9389 -0.9925 -1.75 -0.77 2.23
H 2.9652 -3.9595 -0.8996 -1.43 1.21 1.97
H 3.2233 -2.4359 0.1640 -2.01 -1.89 -0.38
H 2.5241 -3.4939 2.3220 -0.08 -1.63 -2.04
H 3.7328 -4.6360 1.4356 -2.46 0.87 -0.20
H 0.6523 -5.3658 0.9331 1.97 -0.70 0.95
H 1.2953 -5.5675 2.6924 0.52 0.37 -2.51
H 2.5055 -7.1942 2.2119 -0.40 0.91 -2.33
N 3.4015 1.1499 -5.5694 0.05 0.01 -0.12
C 3.2184 2.3653 -6.1759 0.02 0.06 -0.01
C 4.2546 2.5592 -7.0619 -0.37 0.21 0.09
C 5.0888 1.4180 -6.9914 0.09 -0.37 0.07
C 4.5368 0.5626 -6.0643 0.02 -0.06 0.00
H 2.7935 0.7487 -4.8672 0.23 0.13 -0.19
H 2.3697 2.9871 -5.9247 0.16 -0.08 -0.06
H 4.3940 3.4282 -7.6918 -0.04 -0.14 0.12
H 5.9943 1.2390 -7.5567 -0.11 0.01 0.13
H 4.8546 -0.4104 -5.7143 -0.01 0.18 -0.07
N -0.7099 2.1277 4.2000 -0.07 0.09 0.01
C -1.1386 2.8120 5.3075 -0.07 0.02 0.04
C -1.0692 4.1588 5.0290 -0.32 -0.25 0.18
C -0.5873 4.2912 3.7048 0.16 -0.11 -0.34
C -0.3765 3.0215 3.2157 0.10 0.05 0.00
H -0.6498 1.1209 4.1210 -0.01 0.26 0.09
H -1.4540 2.2834 6.1971 0.08 0.09 -0.15
H -1.3379 4.9593 5.7059 0.04 -0.15 -0.08
H -0.4133 5.2136 3.1658 -0.06 -0.19 0.05
H -0.0176 2.6784 2.2546 -0.04 0.13 0.17
N 3.1198 4.5095 6.4578 -0.01 0.04 0.08
C 1.8206 4.2047 6.7704 -0.05 -0.06 -0.08
C 1.7311 4.0752 8.1384 -0.21 0.00 -0.35
C 3.0205 4.3163 8.6700 0.42 0.10 -0.04
C 3.8578 4.5847 7.6103 0.11 -0.02 0.11
H 3.4778 4.6568 5.5230 -0.17 -0.06 0.38
H 1.0733 4.1047 5.9946 0.20 -0.01 0.21
H 0.8338 3.8345 8.6936 0.13 0.04 -0.11
H 3.3073 4.2968 9.7135 -0.02 0.01 -0.19
H 4.9130 4.8210 7.5778 -0.18 -0.05 0.05
N 0.7347 -8.3322 -3.6427 0.03 -0.07 0.06
C 0.8984 -9.4688 -2.8945 -0.02 -0.07 0.01
C 1.7516 -10.3078 -3.5759 -0.20 0.01 0.35
C 2.1202 -9.6515 -4.7745 -0.01 0.32 -0.23
C 1.4802 -8.4325 -4.7886 0.01 0.00 -0.07
H 0.1553 -7.5427 -3.3887 0.23 -0.35 -0.20
H 0.3938 -9.5837 -1.9445 0.10 0.00 -0.16
H 2.0748 -11.2862 -3.2448 -0.06 0.17 -0.04
H 2.7818 -10.0275 -5.5442 -0.12 0.08 0.12
H 1.4904 -7.6304 -5.5145 0.01 -0.16 0.11
N 5.4264 -0.9516 -9.8192 0.06 -0.02 -0.02
C 5.5900 -2.0882 -9.0710 -0.01 -0.05 0.01
C 6.4433 -2.9272 -9.7524 -0.19 0.01 0.34
C 6.8118 -2.2709 -10.9510 0.00 0.31 -0.24
C 6.1718 -1.0518 -10.9651 0.00 -0.04 -0.05
H 4.8470 -0.1620 -9.5652 0.21 -0.27 -0.01
H 5.0855 -2.2031 -8.1210 0.08 0.00 -0.17
H 6.7664 -3.9056 -9.4213 -0.06 0.17 -0.04
H 7.4734 -2.6468 -11.7208 -0.11 0.08 0.13
H 6.1820 -0.2498 -11.6910 0.01 -0.17 0.11
N -1.7139 7.3813 1.6803 -0.10 0.01 0.00
C -2.0932 7.2273 0.3723 0.01 -0.06 -0.13
C -3.4127 6.8338 0.3553 0.31 0.09 -0.25
C -3.8461 6.7535 1.7003 0.11 0.05 0.38
C -2.7779 7.0997 2.4971 -0.07 -0.03 0.07
H -0.7932 7.6602 1.9937 -0.38 -0.07 -0.13
H -1.3932 7.4087 -0.4322 -0.16 -0.04 0.12
H -4.0001 6.6282 -0.5302 0.13 0.04 0.10
H -4.8316 6.4740 2.0499 0.19 0.06 0.05
H -2.6837 7.1682 3.5727 -0.05 -0.05 -0.19
N -7.6225 6.3695 0.7967 -0.03 -0.01 -0.04
C -8.3812 5.3437 1.2972 -0.05 -0.06 0.07
C -9.6761 5.7948 1.4242 0.22 -0.34 0.06
C -9.7002 7.1381 0.9791 0.20 0.32 -0.16
C -8.4194 7.4662 0.5946 -0.05 0.08 0.02
H -6.6300 6.3241 0.6054 -0.39 0.03 0.05
H -7.9357 4.3837 1.5210 -0.11 0.16 -0.03
H -10.5131 5.2182 1.7961 0.16 0.08 -0.07
H -10.5595 7.7951 0.9423 0.16 -0.10 0.00
H -8.0078 8.3842 0.1969 -0.10 -0.15 0.08
N -4.3285 0.3704 6.8663 0.05 0.02 0.01
C -4.1649 -0.7662 7.6145 0.01 -0.11 0.01
C -3.3116 -1.6051 6.9331 -0.20 0.01 0.39
C -2.9431 -0.9489 5.7345 0.01 0.34 -0.25
C -3.5831 0.2702 5.7204 -0.01 0.00 -0.11
H -4.9079 1.1600 7.1203 0.24 -0.31 -0.11
H -4.6694 -0.8810 8.5645 0.10 -0.02 -0.17
H -2.9885 -2.5835 7.2642 -0.06 0.18 -0.04
H -2.2815 -1.3248 4.9647 -0.09 0.04 0.09
H -3.5729 1.0722 4.9944 0.00 -0.14 0.10
```
Positions in Å, forces in eV/Å.

Computed properties:
Energy in Ha: -3741.4621
Highest occupied orbital energy in eV: -8.1
Kohn-Sham gap in eV: 7.09
LUMO energy in eV: -1.0

---

Entry 3:
Here is the molecule C12H24BN2O4 from the Open Molecules 2025 dataset. Energies are from wB97M-V/def2-TZVPD.

The geometry in XYZ format:
```
43
Properties=species:S:1:pos:R:3:forces:R:3
C -1.9046 -1.6524 -1.1641 0.07 -0.09 0.05
C -1.5228 -0.7482 0.0128 -0.13 -0.11 0.05
C -2.8125 -0.3938 0.7489 -0.04 0.02 -0.03
C -0.8351 0.5463 -0.4799 0.08 -0.02 -0.20
C 0.7162 0.5346 -0.5467 -0.13 -0.34 -0.10
C 1.4492 1.2952 0.6184 -0.09 0.13 -0.06
C 0.6043 2.0672 1.6101 -0.05 0.02 0.16
O 0.2264 3.3210 0.9937 -0.04 -0.05 -0.29
C -1.0460 3.7094 1.0690 -0.02 -0.13 -0.03
O -1.8808 3.2632 1.8049 -0.05 -0.05 -0.01
B 1.1793 1.2920 -1.8606 -0.19 0.27 0.10
N 0.4131 2.4171 -2.3978 0.54 -0.32 -0.44
O 2.3802 0.9135 -2.4074 0.10 0.11 0.08
C 1.2130 -0.9265 -0.6183 -0.09 0.13 0.17
C 0.7291 -1.8768 0.5089 -0.06 -0.26 -0.11
C 0.6649 -3.3186 -0.0318 0.00 -0.05 0.12
C 1.6781 -1.8974 1.7061 0.19 0.07 -0.13
N -0.6262 -1.4504 0.9733 0.18 0.49 0.09
O -0.7107 -1.0336 2.1786 -0.06 -0.15 0.05
H -2.4831 -1.0630 -1.8755 -0.04 0.00 0.00
H -1.0529 -2.0687 -1.6952 0.02 0.07 -0.06
H -2.5334 -2.4773 -0.8246 0.05 -0.03 0.02
H -3.1907 -1.2583 1.2926 -0.02 -0.03 0.00
H -3.5620 -0.0952 0.0137 0.01 0.06 0.00
H -2.6706 0.4233 1.4518 0.01 -0.04 0.04
H -1.2085 1.3735 0.1150 0.07 0.04 0.03
H -1.2283 0.7268 -1.4839 -0.06 0.02 0.01
H 2.0637 0.5986 1.1820 -0.02 -0.05 0.00
H 2.1606 2.0151 0.1986 0.03 -0.01 0.02
H -0.2878 1.5320 1.9296 0.02 -0.03 0.02
H 1.1854 2.3026 2.5016 0.03 0.05 -0.01
H -1.2404 4.4821 0.3135 0.10 0.14 0.16
H 0.9672 3.0242 -2.9933 -0.08 -0.01 -0.04
H -0.4030 2.1537 -2.9361 -0.28 0.16 0.40
H 2.5806 1.3694 -3.2302 0.07 0.03 0.04
H 2.3043 -0.9380 -0.6018 0.01 -0.01 -0.12
H 0.9212 -1.3418 -1.5862 0.02 -0.04 0.02
H -0.2929 -3.5418 -0.4918 0.05 0.01 -0.13
H 1.4628 -3.4852 -0.7573 -0.02 0.00 -0.03
H 0.8042 -4.0354 0.7772 -0.05 0.00 0.03
H 1.4145 -2.7007 2.3905 -0.08 0.08 0.08
H 2.6854 -2.0910 1.3303 -0.01 -0.06 -0.01
H 1.6885 -0.9667 2.2616 -0.04 -0.03 0.06
```
Positions in Å, forces in eV/Å.

Computed properties:
Energy in Ha: -906.9879
Highest occupied orbital energy (spin up / spin down) in eV: -7.8 / -9.3
Kohn-Sham gap (spin up / spin down) in eV: 8.00 / 9.41
Multiplicity: 2
LUMO energy (spin up / spin down) in eV: 0.1 / 0.1

---

Entry 4:
Here is an isolated ion of composition C7H9N4 and charge +1 at a distorted geometry from the Open Molecules 2025 dataset. Energies are from wB97M-V/def2-TZVPD.

The geometry in XYZ format:
```
20
Properties=species:S:1:pos:R:3:forces:R:3
C -2.1199 0.6302 -0.2152 4.36 1.65 0.40
C -1.1121 1.5111 0.0021 0.60 -2.21 0.72
C 1.8786 -0.6713 -0.0437 2.04 -0.67 2.18
C -1.5823 -0.7105 -0.5475 -0.84 0.35 -1.24
C 0.8608 -1.6867 -0.3537 -0.27 -1.23 0.96
C 1.2761 1.0914 1.0650 -1.75 -1.72 4.37
C 0.2788 0.8244 -0.0205 -4.59 0.95 1.24
N 1.9971 -0.1793 1.1461 0.04 -0.95 -1.03
N 1.9596 0.1766 -1.1317 2.08 -1.28 -1.54
N 1.0475 0.9687 -1.1984 -1.40 1.52 -1.02
N -0.2667 -0.8004 0.0713 -0.26 1.26 2.00
H -3.1041 0.8845 -0.2301 -2.69 0.43 0.12
H -1.1215 2.4583 0.4996 -0.47 0.71 -0.45
H -2.3298 -1.4587 -0.3721 0.27 -0.96 0.56
H -1.3649 -0.6929 -1.5743 -0.06 -0.37 -1.82
H 0.8886 -1.8287 -1.3791 -0.50 -0.43 -2.14
H 0.7188 -2.6485 0.1294 0.64 0.05 0.37
H 1.7138 2.0043 0.9074 1.64 2.27 -0.63
H 0.8609 1.1619 2.1758 0.27 -0.01 -2.42
H -0.4792 -1.0346 1.0697 0.89 0.65 -0.63
```
Positions in Å, forces in eV/Å.

Computed properties:
Energy in Ha: -490.6817
ΔE to the lowest compared entry with this formula, charge and spin in kcal/mol: 160.3
Total charge: +1
Highest occupied orbital energy in eV: -13.9
Kohn-Sham gap in eV: 9.19
LUMO energy in eV: -4.7
SMILES string: C1=C[C@@]23CN=C(C[N@@H+]2C1)N=N3

---

Q: Which of these has the lowest energy?
A: C44H53F7I2N8O4

---

Q: Look up the energy of the second one.
A: -3741.4621 Ha

---

Q: Which value of energy does entry 2 give?
A: -3741.4621 Ha

---

Q: Which value of energy does entry 2 give?
A: -3741.4621 Ha